No. 1
Here is a molecular structure, C3H8InNO3 from the Open Molecules 2025 dataset. Energies are from ωB97M-V/def2-TZVPD.

XYZ file:
```
16
Properties=species:S:1:pos:R:3:forces:R:3
In -8.451 -6.795 -1.618 -0.2 0.7 -0.1
C -12.014 -9.846 -0.410 0.7 0.2 -0.4
C -10.848 -9.857 -1.373 -0.7 0.8 4.6
O -9.692 -9.420 -0.963 -0.8 -0.6 -1.5
H -11.792 -10.347 0.544 0.1 -0.3 -0.1
H -12.905 -10.252 -0.880 -0.1 0.1 0.1
H -12.147 -8.817 -0.033 -0.3 0.1 -0.2
H -11.071 -9.203 -2.270 0.3 -0.4 -1.3
H -10.848 -10.883 -1.850 0.6 -0.1 -1.3
C -10.185 -2.113 -2.472 0.0 -0.3 -1.2
N -10.685 -3.515 -2.320 -0.2 1.0 1.5
O -11.852 -3.678 -2.137 -0.1 -0.4 -0.4
O -9.834 -4.406 -2.248 0.7 -1.0 -0.3
H -10.316 -1.906 -3.537 0.1 0.1 0.1
H -9.129 -2.122 -2.237 0.0 0.2 0.2
H -10.824 -1.434 -1.921 0.1 -0.2 0.3
```
Positions in Å, forces in eV/Å.

Calculated values
Total charge: +2
Gap between HOMO and LUMO: 3.460 eV
HOMO level: -17.73 eV

Formally, the natural (NBO) partial charges of the atoms, in units of the elementary charge, are as follows: 1.089 -0.680 -0.183 -0.074 0.322 0.280 0.306 0.449 0.457 -0.482 0.566 -0.266 -0.556 0.260 0.243 0.268

***

No. 2
Here is a gas-phase ion, C8H11N4O3 (charge -1) from the Open Molecules 2025 dataset. Energies are from ωB97M-V/def2-TZVPD.

XYZ file:
```
26
Properties=species:S:1:pos:R:3:forces:R:3
C 1.103 -2.180 -0.151 1.1 0.0 -1.4
C -1.695 -0.927 -1.015 -0.9 0.9 -2.3
C 0.369 1.865 -1.400 0.0 -0.8 1.2
C 0.141 2.146 0.126 -1.6 0.0 -0.1
C 0.354 0.306 -1.469 2.2 -0.4 -0.4
C -1.019 1.079 0.392 2.4 0.3 0.0
C 0.291 -1.090 0.663 1.3 2.4 -0.4
C -0.555 -0.180 -0.343 2.2 -0.1 -0.7
N 1.072 -0.518 2.813 -1.0 -0.5 0.5
N 0.003 -1.190 2.945 1.2 0.1 0.4
N 1.246 -0.219 1.505 -5.7 -2.8 -0.4
N -0.529 -1.450 1.729 -1.0 -1.7 0.1
O -2.398 -1.503 -0.192 -1.5 -1.7 0.9
O 2.315 -2.147 -0.354 -1.5 0.4 1.2
O -1.903 -0.781 -2.282 0.4 -0.5 2.4
H 0.586 -2.931 -0.808 -0.6 0.4 0.9
H -0.446 2.255 -1.993 -0.1 0.3 -0.2
H 1.331 2.213 -1.720 0.4 0.6 -0.5
H 1.056 2.056 0.735 -0.4 -0.8 -0.4
H -0.208 3.140 0.500 -0.1 -0.3 -1.1
H -0.067 -0.213 -2.389 0.8 1.3 0.7
H 1.455 -0.062 -1.315 -1.8 0.7 -0.3
H -1.229 0.942 1.416 0.1 -0.5 1.4
H -1.952 1.395 0.019 -1.0 0.7 -1.0
H 2.044 0.021 1.098 4.4 1.0 -1.2
H -1.364 -2.027 1.491 0.7 0.9 0.9
```
Positions in Å, forces in eV/Å.

Calculated values
Total charge: -1
Gap between HOMO and LUMO: 8.158 eV
HOMO level: -4.62 eV

Formally, the natural (NBO) partial charges of the atoms, in units of the elementary charge, are as follows: 0.410 0.766 -0.414 -0.405 -0.440 -0.389 0.184 -0.187 -0.073 -0.051 -0.463 -0.500 -0.771 -0.554 -0.775 0.136 0.204 0.192 0.201 0.194 0.289 0.175 0.217 0.215 0.383 0.458

***

No. 3
Here is C19H21N3OS2 in the gas phase from the Open Molecules 2025 dataset. Energies are from ωB97M-V/def2-TZVPD.

XYZ file:
```
46
Properties=species:S:1:pos:R:3:forces:R:3
C -0.423 -4.775 -0.588 2.9 -4.1 -9.6
H -1.111 -4.814 -1.422 -1.3 -0.7 0.3
H -0.747 -4.819 0.290 -3.0 -0.6 7.3
H 0.267 -5.629 -0.888 -0.8 0.5 1.0
C 0.297 -3.627 -0.885 -6.9 4.4 14.4
N -0.747 -2.457 -0.610 -1.6 0.1 0.2
C -0.449 -1.212 -0.715 4.8 8.2 -6.3
N 0.844 -0.802 -1.454 -2.7 -4.3 2.5
C 1.160 0.466 -1.594 2.0 -2.7 -0.4
N 0.509 1.463 -1.310 -4.3 6.8 1.2
C -0.814 1.460 -0.848 6.3 -9.9 -2.6
C -1.370 0.070 -0.724 5.1 -3.7 0.8
C -2.572 -0.143 -0.243 -5.2 8.8 3.9
C -3.025 1.400 0.027 -0.8 -4.2 -0.5
S -1.906 2.505 -0.606 -4.7 4.5 2.0
C -4.503 1.369 0.653 5.6 2.5 -1.4
H -5.028 1.917 0.006 -2.6 3.0 -1.6
H -4.456 1.699 1.644 -0.3 0.4 1.5
C -4.801 0.041 0.365 -9.9 -3.7 2.5
H -5.544 -0.305 1.402 1.4 0.7 -3.1
H -5.556 -0.192 -0.561 2.2 0.9 2.1
C -3.754 -0.847 0.465 6.8 -5.8 -2.6
H -3.786 -1.641 -0.349 -1.1 -0.3 1.6
H -3.431 -1.329 1.451 -0.6 0.8 -1.2
S 2.899 0.893 -2.160 -0.2 0.3 1.5
C 3.317 2.012 -0.628 -5.8 -2.7 0.1
C 2.642 1.340 0.666 -4.4 18.0 -7.0
C 1.642 2.404 1.236 0.5 -10.2 5.2
C 0.881 1.703 2.497 2.6 5.3 -4.7
C 1.370 0.478 2.986 -1.4 2.3 -1.1
C 2.386 -0.084 2.285 0.6 -7.0 2.7
C 2.986 0.282 1.093 2.5 -9.7 6.7
H 3.840 -0.218 0.768 0.9 -1.2 -0.9
H 2.651 -1.275 2.725 -0.4 3.6 -1.3
H 0.788 0.051 3.781 0.5 -0.5 0.5
H 0.194 2.502 2.871 0.1 -1.7 0.4
H 1.322 3.192 0.673 -0.8 2.1 -1.0
H 2.806 2.955 -0.682 0.2 0.4 -0.8
H 4.302 2.100 -0.559 4.3 0.2 0.1
H -1.673 -2.428 -0.085 1.4 -1.7 -1.0
H 0.895 -3.421 -1.517 7.2 2.6 -8.9
C 1.162 -3.260 0.655 10.6 -3.4 -15.6
O 0.590 -3.252 1.708 -2.0 -6.0 7.4
H 0.270 -2.463 1.779 -3.6 7.7 1.9
H 1.795 -4.182 0.384 -0.6 0.4 1.8
H 2.113 -2.543 0.204 -3.1 -0.4 2.1
```
Positions in Å, forces in eV/Å.

Calculated values
Total charge: 0
Gap between HOMO and LUMO: 7.442 eV
HOMO level: -7.18 eV

Formally, the natural (NBO) partial charges of the atoms, in units of the elementary charge, are as follows: -0.622 0.219 0.204 0.224 0.037 -0.616 0.485 -0.633 0.355 -0.548 -0.140 -0.156 -0.036 -0.311 0.682 -0.445 0.230 0.221 -0.366 0.188 0.241 -0.453 0.233 0.228 0.108 -0.451 0.060 -0.187 -0.195 -0.319 -0.100 -0.338 0.234 0.185 0.225 0.222 0.203 0.207 0.200 0.417 0.186 -0.028 -0.641 0.471 0.139 0.183

***

No. 4
Here is a molecular structure, C33H39FeN5O8PS3 from the Open Molecules 2025 dataset. Energies are from ωB97M-V/def2-TZVPD.

XYZ file:
```
90
Properties=species:S:1:pos:R:3:forces:R:3
Fe 0.573 -1.483 -1.105 -0.5 0.0 0.1
O 4.139 2.110 3.818 1.1 -0.6 -0.4
C 3.272 2.536 4.523 -0.2 0.6 0.1
C 2.047 3.156 4.028 0.1 -0.9 0.7
C 1.257 3.807 4.926 -1.4 -0.1 1.1
C -0.084 4.130 4.602 0.2 0.3 2.2
C -0.684 3.884 3.347 0.7 -0.5 -1.1
C 0.147 3.254 2.455 -0.6 0.7 0.7
C 1.485 2.722 2.758 -0.3 1.0 -1.0
O 2.052 2.056 1.899 0.3 -0.3 0.1
N -0.905 4.550 5.699 1.7 -0.1 -0.2
O -0.386 4.632 6.865 -1.8 0.2 -1.8
O -2.065 4.815 5.389 -0.3 0.2 1.5
H 3.387 2.444 5.635 -0.2 0.2 -0.1
H 1.543 3.950 6.014 -0.2 -0.1 -1.6
H -1.726 4.175 3.065 1.2 -0.2 0.5
H -0.115 3.177 1.427 -0.4 -0.5 -0.7
N -6.567 -1.042 3.414 -2.9 0.1 1.5
C -5.387 -1.270 2.873 3.5 0.2 -2.9
C -4.458 -0.237 2.547 -1.1 -0.7 0.3
C -3.195 -0.545 2.183 1.6 -0.7 -0.3
C -2.815 -1.878 1.971 0.6 -1.0 -0.1
C -3.761 -2.892 1.924 -0.4 0.8 0.9
C -5.045 -2.544 2.403 0.0 -0.9 -0.3
S -1.042 -2.259 1.892 -1.1 0.3 -0.4
O -0.764 -3.499 2.632 -0.3 1.5 -1.2
O -0.507 -0.993 2.328 0.8 -0.8 0.1
N -0.657 -2.344 0.287 -0.6 -0.7 1.0
C -1.050 -3.214 -0.649 -0.2 -0.2 -0.4
N -0.323 -3.029 -1.809 -0.4 -2.2 -0.8
C -0.583 -3.792 -2.888 0.6 1.3 2.3
C -1.685 -4.561 -2.903 -2.6 -1.5 -0.2
C -2.449 -4.683 -1.721 1.4 2.0 0.6
N -2.052 -4.094 -0.582 -1.0 -0.7 -0.2
H -7.075 -0.184 3.269 0.2 0.0 0.0
H -7.122 -1.872 3.551 -0.3 0.3 -0.1
H -4.714 0.790 2.453 -0.6 0.8 0.7
H -2.436 0.231 2.071 -0.3 -0.2 -0.1
H -3.468 -3.896 1.588 -0.3 0.5 0.3
H -5.868 -3.263 2.330 0.3 0.0 0.3
H 0.142 -3.809 -3.658 0.5 0.5 -0.9
H -2.074 -4.973 -3.830 0.3 -0.3 0.1
H -3.450 -5.076 -1.652 0.0 -0.7 -0.3
C 3.556 -3.330 -1.080 -1.3 1.9 0.3
C 3.282 -2.311 0.113 -0.9 0.8 -1.1
C 2.931 -3.077 1.411 -1.7 0.9 -0.4
C 2.128 -1.325 -0.196 3.4 0.6 1.8
C 4.507 -1.446 0.208 1.2 0.0 1.6
C 5.034 -0.758 -0.893 1.4 0.2 -0.7
C 6.335 -0.193 -0.914 -1.2 0.5 2.3
C 6.999 -0.118 0.340 0.2 -0.4 -2.2
C 6.453 -0.735 1.439 0.8 -0.6 1.7
C 5.195 -1.346 1.446 -0.4 0.7 -1.3
H 2.668 -3.896 -1.263 -0.7 -1.0 0.4
H 4.412 -3.937 -0.874 0.6 -0.5 -0.1
H 3.595 -2.788 -2.042 0.8 0.0 0.5
H 2.029 -3.712 1.210 0.8 0.4 0.1
H 2.582 -2.361 2.215 0.7 -0.8 -0.8
H 3.754 -3.687 1.712 0.6 -0.5 0.6
H 2.264 -0.334 0.364 -0.2 -1.3 -0.6
H 4.422 -0.619 -1.763 -0.3 -0.4 -0.4
H 6.783 0.372 -1.732 -0.5 -0.3 -0.1
H 7.950 0.422 0.323 -0.1 -0.5 0.5
H 7.123 -0.900 2.316 -0.8 0.8 -0.3
H 4.620 -1.533 2.368 0.9 -0.5 -0.4
C 0.062 3.546 -1.976 0.1 0.1 0.7
C -1.374 3.375 -1.505 0.0 -2.2 -0.7
C -2.388 4.036 -2.355 -1.3 2.0 0.2
O -1.874 1.905 -1.372 1.1 1.6 -1.2
P -1.513 0.756 -2.444 -0.1 -0.3 1.3
S -2.910 -0.589 -2.173 0.3 -0.2 0.0
S 0.448 0.294 -2.284 0.0 1.6 -1.0
O -1.513 1.462 -3.873 -0.3 -0.1 -2.3
C -1.210 0.594 -5.092 -0.1 0.1 1.5
C -2.529 -0.057 -5.513 -1.5 1.5 -0.1
C -0.592 1.487 -6.173 -0.3 0.9 0.8
H 0.459 4.546 -1.723 -0.5 -0.2 -0.1
H 0.118 3.391 -3.035 0.1 0.0 -0.7
H 0.747 2.848 -1.507 -0.1 -0.2 0.2
H -1.502 3.678 -0.516 0.1 0.5 1.7
H -2.422 3.617 -3.341 -0.1 -0.2 -0.5
H -2.207 5.133 -2.444 0.4 -0.6 -0.1
H -3.394 4.046 -1.883 0.5 -0.6 -0.3
H -0.463 -0.156 -4.724 -0.6 0.6 -0.4
H -3.233 0.803 -5.780 0.9 -0.9 -0.2
H -3.110 -0.498 -4.682 0.9 -0.2 -0.3
H -2.456 -0.755 -6.361 0.2 0.3 0.3
H -1.225 2.397 -6.382 0.4 -1.1 0.1
H -0.463 0.880 -7.060 0.0 0.0 -0.4
H 0.393 1.886 -5.879 -0.3 -0.3 0.1
```
Positions in Å, forces in eV/Å.

Calculated values
Total charge: -2
Gap between HOMO and LUMO (alpha / beta): 5.033 / 6.178 eV
2S+1: 6
HOMO level (alpha / beta): -1.05 / -2.21 eV

Formally, the Mulliken partial charges of the atoms, in units of the elementary charge, are as follows: -0.970 -0.485 -0.265 0.643 -0.378 -0.029 -0.264 -0.268 -0.069 -0.681 0.940 -0.702 -0.681 0.237 0.319 0.366 0.262 -0.489 0.752 -0.486 -0.536 -0.307 -0.582 -0.581 1.148 -0.714 -0.567 0.077 0.460 -0.096 -0.266 -0.740 -0.157 -0.348 0.202 0.190 0.362 0.620 0.419 0.162 0.549 0.343 0.400 -1.663 2.998 -2.071 -0.823 -0.543 0.124 -0.959 -0.299 -0.724 0.022 0.339 0.479 0.340 0.305 0.356 0.581 0.871 0.402 0.317 0.341 0.253 0.319 -1.284 0.665 -1.316 -0.421 0.625 -0.590 -0.640 -0.075 0.716 -1.067 -1.536 0.443 0.270 0.290 0.352 0.171 0.413 0.299 0.131 0.244 0.161 0.363 0.261 0.469 0.299

***

No. 5
Here is 11 unconnected molecules or ions with the total composition C19H58F6O10P from the Open Molecules 2025 dataset. Energies are from ωB97M-V/def2-TZVPD.

XYZ file:
```
94
Properties=species:S:1:pos:R:3:forces:R:3
P -4.514 -3.597 -7.670 -0.2 -0.1 0.0
F -3.190 -4.508 -7.499 -0.2 -0.1 0.3
F -5.397 -4.901 -8.082 0.4 -0.1 -0.3
F -4.948 -3.852 -6.136 0.2 0.1 -0.2
F -5.848 -2.696 -7.887 0.1 0.2 -0.1
F -3.682 -2.276 -7.256 0.0 0.0 0.1
F -4.066 -3.356 -9.222 -0.3 0.0 -0.1
C -1.142 -4.344 -12.048 0.4 0.4 0.1
C -1.219 -3.410 -10.852 0.1 -0.2 0.3
O -1.290 -4.131 -9.625 -0.1 0.2 -0.3
H -1.975 -5.042 -12.102 -0.2 0.1 0.0
H -0.218 -4.924 -11.994 0.0 0.0 0.0
H -1.086 -3.714 -12.941 -0.1 -0.3 -0.2
H -2.069 -2.725 -10.930 0.0 -0.1 -0.1
H -0.318 -2.789 -10.814 0.0 0.0 -0.1
H -2.184 -4.000 -9.290 0.0 -0.2 0.2
C -5.922 -4.206 -11.584 0.3 -0.6 -0.7
C -6.048 -2.707 -11.640 -0.5 0.0 1.2
O -6.336 -2.321 -12.980 0.0 0.1 0.1
H -5.073 -4.509 -12.205 0.0 -0.1 0.1
H -6.802 -4.704 -12.003 -0.1 0.3 -0.1
H -5.801 -4.651 -10.601 0.2 0.5 0.2
H -5.172 -2.191 -11.233 0.3 -0.2 -0.4
H -6.837 -2.418 -10.929 -0.2 0.1 -0.4
H -6.327 -1.361 -13.017 0.0 0.0 0.0
O -5.861 -1.070 -5.043 0.2 0.1 -0.1
H -5.704 -1.398 -5.937 -0.1 0.0 0.0
H -6.448 -0.320 -5.167 -0.1 -0.1 -0.1
O -4.414 -7.109 -5.569 0.0 -0.1 -0.3
H -3.506 -7.283 -5.860 0.0 0.0 0.3
H -4.741 -6.487 -6.229 -0.1 0.1 0.1
O -4.869 -3.410 -3.412 0.1 0.0 0.5
H -4.961 -3.230 -4.354 -0.1 0.1 0.2
H -5.276 -4.270 -3.277 0.0 0.0 -0.2
C -9.172 -5.546 -6.419 -0.5 0.1 -0.9
C -9.439 -4.040 -6.503 0.2 -0.6 1.0
C -10.681 -3.718 -5.705 -1.0 0.8 -0.2
O -8.342 -3.377 -5.892 -0.2 0.4 -0.3
H -10.081 -6.107 -6.662 0.0 0.0 0.0
H -8.868 -5.789 -5.406 0.2 -0.1 0.0
H -8.424 -5.833 -7.161 0.2 -0.1 0.3
H -9.588 -3.702 -7.533 0.1 -0.1 -0.1
H -10.919 -2.648 -5.692 0.4 0.0 0.0
H -10.663 -4.042 -4.665 0.3 -0.2 -0.1
H -11.570 -4.144 -6.183 0.2 -0.3 0.0
H -7.560 -3.528 -6.437 0.1 0.1 0.1
C -0.206 -6.307 -6.964 -0.2 0.4 -0.4
C -0.710 -7.726 -6.759 0.4 0.1 0.0
C 0.426 -8.702 -6.502 0.8 0.7 0.0
O -1.586 -7.700 -5.624 -0.1 0.1 -0.1
H 0.291 -5.896 -6.085 -0.2 -0.1 0.2
H -1.064 -5.686 -7.236 0.1 0.1 0.3
H 0.485 -6.186 -7.804 0.0 -0.4 0.0
H -1.296 -7.964 -7.652 0.1 -0.4 0.1
H 1.101 -8.809 -7.355 -0.4 -0.2 -0.2
H 0.136 -9.686 -6.137 -0.2 0.0 -0.1
H 1.080 -8.215 -5.766 -0.2 -0.3 0.3
H -1.423 -8.457 -5.057 0.0 -0.1 -0.1
C -9.041 -1.406 -9.388 -0.2 -0.6 -0.8
C -8.886 -0.196 -8.494 1.4 1.2 0.1
C -9.948 -0.055 -7.440 0.0 -0.4 0.5
O -7.611 -0.173 -7.792 -0.3 -0.5 0.3
H -8.774 -1.214 -10.433 0.5 0.2 0.2
H -10.061 -1.785 -9.519 -0.1 0.2 0.6
H -8.438 -2.244 -9.033 0.1 0.1 0.1
H -8.757 0.733 -9.066 -1.0 -0.2 -0.4
H -9.839 0.855 -6.851 0.0 0.2 -0.3
H -9.820 -0.870 -6.720 -0.1 -0.1 -0.1
H -10.942 -0.115 -7.880 0.0 0.1 0.0
H -6.896 -0.109 -8.432 0.0 -0.2 -0.1
C -3.816 -8.202 -8.772 -0.2 -0.2 -0.1
C -3.986 -8.445 -10.267 0.0 -0.4 0.1
C -4.606 -7.234 -10.953 0.1 0.0 0.9
O -2.766 -8.887 -10.873 0.0 0.1 -0.1
H -3.263 -9.009 -8.288 0.1 0.0 -0.2
H -4.798 -8.198 -8.295 0.0 0.3 0.0
H -3.317 -7.247 -8.582 -0.1 0.0 0.1
H -4.655 -9.301 -10.399 0.0 0.0 0.0
H -5.330 -6.824 -10.243 -0.2 0.0 -0.2
H -5.122 -7.473 -11.879 0.2 0.1 -0.2
H -3.858 -6.444 -11.060 0.0 -0.1 -0.3
H -2.080 -8.231 -10.708 -0.1 0.1 0.0
C 0.551 -2.075 -7.232 -0.7 0.2 0.7
C 0.142 -0.609 -7.374 -1.0 -1.0 -1.1
C -0.166 -0.291 -8.841 0.3 0.3 -0.3
O -1.056 -0.383 -6.639 0.3 0.5 0.6
H 1.358 -2.371 -7.896 0.2 0.0 0.2
H -0.329 -2.691 -7.446 0.1 0.0 -0.4
H 0.732 -2.282 -6.173 0.5 0.0 -0.1
H 0.890 0.081 -6.987 0.0 0.0 0.1
H 0.643 -0.510 -9.547 0.2 0.1 0.3
H -0.411 0.770 -8.922 -0.1 -0.1 -0.1
H -1.003 -0.891 -9.202 -0.2 0.1 0.3
H -1.732 -1.031 -6.870 0.1 -0.1 -0.1
```
Positions in Å, forces in eV/Å.

Calculated values
Total charge: -1
Gap between HOMO and LUMO: 9.901 eV
HOMO level: -7.49 eV

Formally, the Mulliken partial charges of the atoms, in units of the elementary charge, are as follows: 1.760 -0.635 -0.494 -0.091 -0.208 -0.252 -0.528 -1.283 -0.134 -0.276 0.195 0.328 0.383 0.307 0.200 0.003 -0.728 0.599 -0.582 0.265 0.534 -0.132 0.147 -0.421 0.323 -0.614 0.241 0.288 -0.722 0.445 0.258 -0.700 0.410 0.275 -1.376 1.168 -1.589 -0.547 0.435 0.323 0.266 -0.059 0.317 0.348 0.408 0.205 -1.002 1.379 -1.516 -0.564 0.390 -0.148 0.380 -0.424 0.368 0.449 0.389 0.261 -0.963 0.588 -1.327 -0.555 0.273 0.462 -0.054 0.382 0.399 0.071 0.385 0.266 -0.666 0.122 -0.450 -0.609 0.404 0.464 -0.236 0.344 0.148 0.354 -0.169 0.344 -0.634 0.238 -0.821 -0.598 0.383 -0.153 0.319 0.314 0.351 0.335 -0.070 0.335

***

No. 6
Here is C5H10S in the gas phase from the Open Molecules 2025 dataset. Energies are from ωB97M-V/def2-TZVPD.

XYZ file:
```
16
Properties=species:S:1:pos:R:3:forces:R:3
C 1.781 0.156 1.112 -0.9 -0.1 0.7
C 1.146 -0.409 0.101 -0.3 1.1 0.3
C -1.061 -1.372 -0.633 1.1 0.4 -3.0
C -1.000 0.869 0.675 1.7 0.9 -1.7
C -0.245 -0.079 -0.371 -1.0 -0.3 2.2
S -0.072 0.772 -1.976 1.2 1.9 1.0
H 2.754 -0.246 1.398 -0.2 0.7 0.0
H 1.190 0.884 1.685 1.0 -0.3 0.3
H 1.762 -0.994 -0.505 0.4 -1.5 -1.2
H -1.965 -1.036 -1.158 -0.7 -0.3 1.1
H -0.569 -1.705 -1.616 -0.2 -0.9 1.7
H -1.146 -2.157 0.162 0.1 1.0 -0.8
H -1.995 1.146 0.261 0.5 -0.5 0.7
H -0.369 1.802 0.508 -1.0 -0.7 1.1
H -0.950 0.525 1.744 -0.3 0.3 -1.2
H 0.739 1.845 -1.387 -1.3 -1.7 -1.2
```
Positions in Å, forces in eV/Å.

Calculated values
Total charge: 0
Gap between HOMO and LUMO: 9.802 eV
HOMO level: -9.03 eV

Formally, the natural (NBO) partial charges of the atoms, in units of the elementary charge, are as follows: -0.410 -0.197 -0.641 -0.637 -0.171 -0.036 0.212 0.196 0.202 0.221 0.214 0.242 0.229 0.205 0.225 0.146